Record 1
{"formula": "C32H61BN6RuSi2", "method": "the ωB97M-V functional and the def2-TZVPD basis", "lumo_energy_ev": [0.61, 0.04], "s_squared": 6.009, "e_homo_ev": [-6.8, -8.2], "homo_lumo_gap_ev": [7.4196, 8.2170], "multiplicity": 5, "elements": ["Ru", "C", "C", "C", "C", "N", "N", "B", "N", "N", "C", "C", "C", "C", "C", "C", "C", "C", "N", "N", "C", "C", "C", "C", "C", "C", "C", "C", "C", "C", "C", "C", "H", "H", "H", "H", "H", "H", "H", "H", "H", "H", "H", "H", "H", "H", "H", "H", "H", "H", "H", "H", "H", "H", "H", "H", "H", "H", "H", "H", "H", "H", "H", "H", "H", "H", "H", "H", "H", "H", "H", "H", "C", "Si", "C", "C", "C", "Si", "C", "C", "C", "H", "H", "H", "H", "H", "H", "H", "H", "H", "H", "H", "H", "H", "H", "H", "H", "H", "H", "H", "C", "H", "H"], "xyz": [[0.07, -0.11, -0.41], [-1.09, 1.84, 4.53], [-1.58, 1.56, 3.15], [-2.88, 1.33, 2.74], [-2.81, 1.12, 1.35], [-1.54, 1.22, 0.96], [-0.79, 1.51, 2.05], [0.65, 2.05, 1.91], [1.72, 0.91, 2.00], [1.97, 0.14, 0.92], [3.05, -0.59, 1.18], [3.52, -0.26, 2.46], [2.65, 0.70, 2.95], [2.68, 1.39, 4.27], [3.72, -1.52, 0.20], [3.59, -2.97, 0.69], [3.10, -1.40, -1.20], [5.20, -1.16, 0.12], [0.81, 2.76, 0.55], [0.58, 2.14, -0.63], [0.87, 2.99, -1.61], [1.30, 4.20, -1.05], [1.25, 4.01, 0.32], [1.60, 4.98, 1.40], [0.72, 2.64, -3.07], [-0.36, 3.55, -3.69], [0.32, 1.18, -3.26], [2.06, 2.89, -3.77], [-3.97, 0.99, 0.39], [-3.57, 1.55, -0.98], [-5.16, 1.78, 0.95], [-4.42, -0.48, 0.23], [-1.94, 1.98, 5.19], [-0.47, 2.74, 4.56], [-0.49, 1.01, 4.91], [-3.75, 1.33, 3.37], [0.85, 2.84, 2.78], [4.38, -0.66, 2.97], [3.60, 1.15, 4.79], [1.84, 1.09, 4.89], [2.63, 2.48, 4.14], [2.55, -3.30, 0.67], [3.96, -3.07, 1.71], [4.17, -3.64, 0.05], [2.01, -1.45, -1.16], [3.45, -2.21, -1.84], [3.39, -0.45, -1.66], [5.73, -1.43, 1.03], [5.33, -0.08, -0.04], [5.67, -1.69, -0.72], [1.61, 5.09, -1.56], [1.89, 5.93, 0.95], [2.44, 4.62, 2.00], [0.76, 5.16, 2.06], [-1.33, 3.35, -3.23], [-0.43, 3.37, -4.76], [-0.11, 4.60, -3.53], [-0.61, 0.96, -2.72], [1.11, 0.52, -2.90], [0.14, 0.97, -4.31], [2.39, 3.92, -3.64], [1.98, 2.69, -4.84], [2.83, 2.24, -3.36], [-3.36, 2.62, -0.90], [-4.37, 1.39, -1.70], [-2.67, 1.05, -1.33], [-4.87, 2.81, 1.19], [-5.55, 1.32, 1.86], [-5.96, 1.81, 0.21], [-3.71, -1.01, -0.40], [-5.40, -0.52, -0.24], [-4.47, -0.98, 1.20], [-1.93, -4.90, -1.71], [-0.20, -4.19, -1.45], [1.02, -5.63, -1.29], [0.25, -3.09, -2.93], [-0.19, -3.03, 0.05], [-0.42, -3.71, 1.81], [0.48, -5.34, 2.12], [-2.25, -3.99, 2.19], [0.27, -2.34, 2.94], [-1.89, -5.83, -2.28], [-2.57, -4.21, -2.26], [-2.42, -5.12, -0.76], [1.13, -6.12, -2.26], [0.65, -6.37, -0.58], [2.01, -5.31, -0.96], [-0.46, -3.21, -3.76], [1.25, -3.28, -3.33], [0.21, -2.04, -2.62], [0.83, -2.62, 0.10], [-0.07, -6.17, 1.67], [0.56, -5.52, 3.19], [1.49, -5.34, 1.70], [-2.75, -4.52, 1.37], [-2.77, -3.04, 2.34], [-2.37, -4.58, 3.10], [1.35, -2.44, 3.07], [-0.19, -2.35, 3.93], [0.08, -1.36, 2.49], [-1.21, -1.88, -0.16], [-1.73, -1.61, 0.77], [-1.96, -2.10, -0.91]]}

Record 2
{"formula": "C5H12O", "method": "the ωB97M-V functional and the def2-TZVPD basis", "lumo_energy_ev": 1.14, "smiles": "CCCCOC", "de_lowest_ev": 0.816, "e_homo_ev": -9.7, "homo_lumo_gap_ev": 10.8547, "multiplicity": 1, "elements": ["C", "C", "C", "C", "O", "C", "H", "H", "H", "H", "H", "H", "H", "H", "H", "H", "H", "H"], "xyz": [[-2.63, 0.34, -0.33], [-1.21, -0.11, -0.64], [-0.31, -0.13, 0.60], [1.00, -0.92, 0.40], [2.14, -0.25, 0.91], [2.56, 0.79, 0.07], [-3.13, -0.40, 0.31], [-3.23, 0.47, -1.23], [-2.62, 1.29, 0.21], [-0.76, 0.54, -1.40], [-1.23, -1.11, -1.09], [-0.07, 0.90, 0.89], [-0.86, -0.56, 1.44], [0.96, -1.87, 0.93], [1.15, -1.14, -0.67], [3.48, 1.20, 0.50], [1.81, 1.59, -0.01], [2.77, 0.41, -0.95]]}

Record 3
{"formula": "C4H9O2", "method": "the ωB97M-V functional and the def2-TZVPD basis", "lumo_energy_ev": 4.48, "charge": -1, "de_lowest_ev": 2.192, "e_homo_ev": -3.4, "homo_lumo_gap_ev": 7.8411, "multiplicity": 1, "elements": ["O", "C", "H", "H", "C", "O", "C", "C", "H", "H", "H", "H", "H", "H", "H"], "xyz": [[0.36, 1.59, 1.16], [-0.31, 0.71, 1.74], [0.07, 0.24, 2.66], [-1.41, 0.83, 1.78], [-0.98, -0.48, -0.46], [-0.55, -0.85, 0.82], [0.08, -0.85, -1.53], [1.35, -0.02, -1.38], [-1.09, 0.63, -0.47], [-1.99, -0.86, -0.70], [-0.42, -0.74, -2.51], [0.30, -1.90, -1.36], [2.11, -0.48, -2.04], [1.75, -0.07, -0.37], [1.19, 1.04, -1.59]]}

Record 4
{"formula": "C21H30As3F3N3S3Sn", "method": "the ωB97M-V functional and the def2-TZVPD basis", "lumo_energy_ev": 2.21, "charge": -1, "de_lowest_ev": 0.426, "e_homo_ev": -4.8, "homo_lumo_gap_ev": 7.0262, "multiplicity": 1, "elements": ["Sn", "F", "C", "F", "F", "C", "C", "C", "C", "N", "C", "S", "H", "H", "H", "S", "C", "S", "C", "C", "N", "C", "N", "C", "As", "C", "C", "C", "C", "C", "As", "C", "C", "C", "As", "C", "C", "H", "H", "H", "H", "H", "H", "H", "H", "H", "H", "H", "H", "H", "H", "H", "H", "H", "H", "H", "H", "H", "H", "H", "H", "H", "H", "H"], "xyz": [[0.33, 1.06, -0.29], [4.36, -1.66, 2.70], [4.15, -0.53, 3.41], [4.72, -0.73, 4.62], [4.84, 0.45, 2.82], [2.68, -0.25, 3.56], [2.12, -0.28, 4.82], [0.75, -0.10, 4.98], [0.00, 0.08, 3.83], [0.52, 0.13, 2.61], [1.85, 0.00, 2.43], [2.47, 0.12, 0.81], [2.75, -0.44, 5.68], [0.30, -0.11, 5.96], [-1.08, 0.18, 3.88], [1.07, 0.85, -2.73], [1.26, 2.57, -2.67], [1.29, 3.32, -1.11], [1.37, 3.31, -3.83], [1.34, 2.70, -5.12], [1.31, 2.23, -6.17], [1.50, 4.73, -3.81], [1.59, 5.88, -3.80], [-3.92, 0.97, -0.31], [-3.43, -0.49, 0.90], [-5.20, -0.61, 1.77], [-3.72, -1.90, -0.47], [-3.20, -3.33, -0.19], [-3.40, -3.66, 1.30], [-1.73, -3.49, -0.60], [-0.35, -2.35, 0.25], [0.18, -3.54, 1.72], [1.07, -2.92, -0.99], [-4.07, -4.27, -1.05], [-3.81, -6.22, -1.34], [-2.89, -6.91, 0.26], [-2.25, -6.20, -2.54], [-4.89, 0.80, -0.77], [-3.17, 1.06, -1.09], [-3.95, 1.91, 0.24], [-5.97, -0.97, 1.08], [-5.48, 0.39, 2.11], [-5.16, -1.28, 2.64], [-3.28, -1.54, -1.40], [-4.80, -1.94, -0.63], [-2.83, -2.97, 1.92], [-3.07, -4.67, 1.54], [-4.45, -3.57, 1.58], [-1.64, -3.29, -1.67], [-1.43, -4.52, -0.44], [0.16, -4.59, 1.42], [-0.47, -3.40, 2.59], [1.20, -3.27, 2.01], [1.03, -3.99, -1.17], [2.03, -2.65, -0.56], [0.96, -2.38, -1.93], [-4.07, -3.89, -2.08], [-5.10, -4.19, -0.71], [-3.57, -6.93, 1.10], [-2.00, -6.33, 0.52], [-2.58, -7.93, 0.04], [-2.34, -5.36, -3.24], [-2.22, -7.12, -3.13], [-1.31, -6.10, -2.00]]}

Record 5
{"formula": "BrHIP", "method": "the ωB97M-V functional and the def2-TZVPD basis", "lumo_energy_ev": [-1.86, -3.07], "de_lowest_ev": 1.969, "e_homo_ev": [-10.0, -9.0], "homo_lumo_gap_ev": [8.1929, 5.8955], "multiplicity": 1, "elements": ["P", "Br", "I", "H"], "xyz": [[-0.49, 0.89, 0.85], [-1.15, 2.21, -0.74], [3.28, 1.70, 0.85], [-0.67, -0.23, 0.14]]}

Record 6
{"formula": "C12H29BNO6P2Zr", "method": "the ωB97M-V functional and the def2-TZVPD basis", "lumo_energy_ev": -13.01, "charge": 3, "e_homo_ev": -17.8, "homo_lumo_gap_ev": 4.7515, "multiplicity": 1, "elements": ["C", "C", "C", "C", "C", "C", "C", "C", "C", "C", "C", "C", "O", "B", "P", "N", "O", "P", "O", "O", "O", "O", "H", "H", "H", "H", "H", "H", "H", "H", "H", "H", "H", "H", "H", "H", "H", "H", "H", "H", "H", "H", "H", "H", "H", "H", "H", "H", "H", "H", "H", "Zr"], "xyz": [[1.54, -3.26, 0.99], [1.44, -1.96, 0.19], [1.59, -0.77, 1.14], [1.86, 0.60, 0.52], [2.58, 1.50, 1.54], [0.56, 1.27, 0.03], [-0.35, 1.74, 1.20], [-1.72, 1.08, 1.37], [-1.74, -0.22, 2.19], [-1.69, -1.48, 1.30], [-3.00, -0.28, 3.09], [0.98, 2.53, -0.80], [0.04, 2.57, -1.87], [-0.40, 1.32, -2.13], [0.33, 0.54, -3.98], [1.96, 0.45, -4.03], [-0.15, -0.96, -4.04], [-2.35, 1.00, -2.50], [-3.08, 2.14, -1.99], [-2.72, -0.39, -1.84], [-2.43, 0.80, -4.09], [-0.16, 0.53, -0.97], [1.13, -4.12, 0.47], [2.65, -3.54, 1.11], [1.05, -3.18, 1.96], [0.45, -1.98, -0.26], [2.17, -1.89, -0.62], [0.73, -0.71, 1.81], [2.52, -1.00, 1.79], [2.55, 0.47, -0.31], [2.37, 2.55, 1.39], [3.66, 1.37, 1.44], [2.32, 1.24, 2.56], [0.19, 1.67, 2.14], [-0.53, 2.79, 1.04], [-2.32, 1.80, 1.91], [-2.22, 0.93, 0.42], [-0.89, -0.27, 2.88], [-1.03, -2.24, 1.70], [-2.68, -1.89, 1.14], [-1.32, -1.22, 0.31], [-2.74, -0.21, 4.14], [-3.55, -1.21, 2.96], [-3.67, 0.54, 2.88], [0.92, 3.48, -0.30], [1.97, 2.40, -1.26], [2.47, 1.20, -3.56], [2.41, -0.45, -3.90], [0.54, -1.59, -4.30], [-3.34, -0.91, -2.37], [-2.65, -0.10, -4.37], [3.75, -2.67, 1.90]]}

Record 7
{"formula": "C22H28N5O5RuS", "method": "the ωB97M-V functional and the def2-TZVPD basis", "lumo_energy_ev": [-8.28, -7.76], "charge": 2, "s_squared": 0.874, "e_homo_ev": [-12.4, -12.4], "homo_lumo_gap_ev": [4.1523, 4.6736], "multiplicity": 2, "elements": ["Ru", "O", "C", "O", "C", "O", "C", "C", "O", "O", "H", "H", "H", "H", "H", "C", "C", "N", "C", "C", "S", "C", "C", "N", "H", "H", "H", "H", "H", "H", "H", "H", "H", "H", "H", "H", "H", "H", "N", "C", "C", "C", "C", "C", "C", "N", "C", "C", "C", "C", "N", "C", "C", "H", "H", "H", "H", "H", "H", "H", "H", "H"], "xyz": [[1.64, 1.53, 0.28], [-0.61, 5.01, 0.73], [0.44, 4.38, 0.31], [0.42, 3.44, -0.48], [1.75, 4.98, 0.82], [2.64, 3.98, 1.27], [2.49, 3.57, 2.62], [1.62, 2.29, 2.48], [0.45, 2.48, 2.11], [2.20, 1.19, 2.54], [-1.46, 4.63, 0.44], [1.54, 5.72, 1.60], [2.25, 5.47, -0.02], [2.01, 4.33, 3.24], [3.49, 3.32, 2.99], [1.91, -0.27, -2.46], [2.77, -1.14, -1.52], [2.56, -0.75, -0.13], [3.72, -0.91, 0.76], [4.87, 0.02, 0.39], [4.34, 1.70, -0.09], [4.45, 1.63, -1.92], [3.14, 1.91, -2.64], [1.98, 1.16, -2.12], [0.87, -0.57, -2.35], [2.22, -0.45, -3.49], [3.82, -1.03, -1.77], [2.51, -2.19, -1.70], [1.78, -1.28, 0.26], [4.09, -1.95, 0.75], [3.38, -0.67, 1.77], [5.49, -0.37, -0.41], [5.50, 0.15, 1.27], [4.87, 0.67, -2.20], [5.17, 2.40, -2.20], [3.29, 1.70, -3.71], [2.90, 2.97, -2.53], [1.15, 1.62, -2.50], [-4.81, -2.24, -0.53], [-5.63, -3.28, -0.18], [-6.78, -3.81, -0.74], [-7.34, -4.92, -0.11], [-6.78, -5.46, 1.05], [-5.64, -4.94, 1.63], [-5.05, -3.83, 1.00], [-3.93, -3.14, 1.31], [-3.80, -2.19, 0.39], [-2.68, -1.29, 0.35], [-1.72, -1.37, 1.37], [-0.59, -0.58, 1.29], [-0.36, 0.25, 0.27], [-1.29, 0.37, -0.67], [-2.46, -0.38, -0.68], [-4.95, -1.63, -1.32], [-7.23, -3.39, -1.63], [-8.23, -5.36, -0.53], [-7.26, -6.32, 1.50], [-5.21, -5.35, 2.52], [-1.88, -2.04, 2.20], [0.17, -0.61, 2.07], [-1.09, 1.09, -1.46], [-3.16, -0.25, -1.48]]}

Record 8
{"formula": "C5H10N2", "method": "the ωB97M-V functional and the def2-TZVPD basis", "lumo_energy_ev": 1.00, "smiles": "C/C=C(N)\\C=C/N", "de_lowest_ev": 2.152, "e_homo_ev": -6.9, "homo_lumo_gap_ev": 7.9523, "multiplicity": 1, "elements": ["C", "C", "C", "N", "C", "C", "N", "H", "H", "H", "H", "H", "H", "H", "H", "H", "H"], "xyz": [[0.31, -0.93, -1.70], [-0.69, -0.50, -0.66], [-0.74, 0.74, -0.05], [-1.91, 1.47, 0.12], [0.47, 1.20, 0.53], [1.33, 0.17, 0.91], [1.05, -0.83, 1.82], [1.18, -0.27, -1.71], [0.64, -1.96, -1.54], [-0.14, -0.90, -2.70], [-1.63, -1.05, -0.73], [-2.75, 1.05, -0.25], [-2.03, 1.95, 1.00], [0.78, 2.23, 0.50], [2.41, 0.34, 0.84], [0.07, -1.09, 1.84], [1.66, -1.63, 1.80]]}

Record 9
{"formula": "C5H13NO", "method": "the ωB97M-V functional and the def2-TZVPD basis", "lumo_energy_ev": 0.79, "smiles": "CCC(N)=O.CC", "de_lowest_ev": 0.644, "e_homo_ev": -9.6, "homo_lumo_gap_ev": 10.4231, "multiplicity": 1, "elements": ["C", "C", "C", "N", "O", "H", "H", "H", "H", "H", "H", "H", "C", "C", "H", "H", "H", "H", "H", "H"], "xyz": [[2.80, 0.63, 1.06], [1.63, -0.14, 0.53], [1.20, 0.28, -0.87], [0.00, -0.20, -1.37], [1.97, 0.77, -1.68], [2.72, 1.72, 1.00], [3.75, 0.46, 0.50], [3.10, 0.43, 2.08], [1.67, -1.23, 0.55], [0.78, 0.23, 1.16], [-0.21, 0.05, -2.32], [-0.79, -0.05, -0.74], [-3.60, -0.92, 1.56], [-3.05, -0.24, 0.29], [-2.74, -1.30, 2.11], [-4.20, -0.27, 2.19], [-4.27, -1.76, 1.40], [-1.98, 0.01, 0.38], [-3.53, 0.69, 0.01], [-3.07, -0.91, -0.58]]}

Record 10
{"formula": "C25H26N3O9SV", "method": "the ωB97M-V functional and the def2-TZVPD basis", "lumo_energy_ev": [2.27, 2.27], "charge": -1, "s_squared": 0.756, "de_lowest_ev": 3.508, "e_homo_ev": [-2.7, -2.2], "homo_lumo_gap_ev": [4.9999, 4.4648], "multiplicity": 2, "elements": ["V", "O", "C", "C", "O", "O", "C", "C", "C", "C", "C", "C", "C", "C", "C", "C", "C", "C", "H", "H", "H", "H", "H", "H", "H", "H", "H", "H", "H", "C", "O", "C", "O", "N", "N", "H", "H", "H", "H", "H", "H", "C", "C", "C", "C", "C", "C", "C", "S", "O", "O", "N", "C", "C", "O", "O", "H", "H", "H", "H", "H", "H", "H", "H", "H"], "xyz": [[0.12, -0.96, -0.98], [1.97, -0.55, 0.14], [1.69, 0.11, 1.37], [0.40, 0.98, 1.04], [0.10, 1.90, 1.78], [-0.17, 0.68, -0.04], [1.39, -0.85, 2.49], [1.27, -2.22, 2.27], [1.00, -3.07, 3.32], [0.85, -2.58, 4.61], [0.97, -1.22, 4.83], [1.23, -0.36, 3.78], [2.91, 0.94, 1.72], [2.93, 2.33, 1.72], [4.10, 3.02, 1.95], [5.29, 2.34, 2.17], [5.28, 0.96, 2.19], [4.11, 0.27, 1.97], [2.69, -1.18, 0.29], [1.35, -2.63, 1.27], [0.88, -4.13, 3.14], [0.62, -3.25, 5.42], [0.84, -0.83, 5.83], [1.28, 0.71, 3.94], [2.00, 2.86, 1.55], [4.09, 4.10, 1.95], [6.20, 2.89, 2.33], [6.20, 0.42, 2.37], [4.11, -0.82, 2.00], [2.41, 1.14, -5.61], [2.37, 0.36, -4.44], [1.34, 0.45, -3.55], [1.46, -0.17, -2.50], [0.30, 1.28, -3.84], [-0.87, 1.32, -3.04], [3.38, 0.92, -6.07], [2.36, 2.21, -5.39], [1.62, 0.87, -6.32], [0.11, 1.53, -4.80], [-1.28, 0.38, -2.96], [-0.62, 1.59, -2.09], [-5.97, 2.19, -1.71], [-4.87, 1.35, -1.10], [-4.19, 1.77, 0.04], [-3.24, 0.96, 0.63], [-2.96, -0.29, 0.10], [-3.62, -0.71, -1.05], [-4.56, 0.12, -1.65], [-1.98, -1.44, 1.07], [-1.35, -0.67, 2.12], [-2.95, -2.42, 1.52], [-0.85, -2.13, 0.18], [-1.23, -3.30, -0.54], [-1.14, -2.99, -2.05], [-1.27, -3.88, -2.88], [-0.95, -1.76, -2.33], [-6.10, 3.11, -1.15], [-6.91, 1.64, -1.69], [-5.74, 2.42, -2.74], [-4.42, 2.73, 0.48], [-2.70, 1.26, 1.51], [-3.42, -1.69, -1.45], [-5.07, -0.22, -2.54], [-2.24, -3.62, -0.26], [-0.54, -4.14, -0.31]]}

Record 11
{"formula": "C7H10F5IrN2", "method": "the ωB97M-V functional and the def2-TZVPD basis", "lumo_energy_ev": [-3.72, -6.07], "charge": 1, "s_squared": 8.770, "e_homo_ev": [-8.0, -12.1], "homo_lumo_gap_ev": [4.2925, 6.0219], "multiplicity": 6, "elements": ["C", "Ir", "N", "N", "H", "H", "H", "H", "H", "H", "H", "H", "H", "H", "F", "C", "C", "C", "F", "C", "F", "C", "F", "C", "F"], "xyz": [[-0.23, -0.58, -2.55], [-0.23, -0.03, -0.53], [0.21, 0.04, 1.50], [-2.07, -0.64, 0.17], [0.20, 1.00, 1.85], [0.22, -1.23, -1.64], [0.63, -0.40, -3.20], [-0.71, 0.43, -2.36], [-1.03, -1.20, -2.98], [-2.51, 0.06, 0.77], [-2.03, -1.52, 0.71], [-2.73, -0.82, -0.58], [-0.36, -0.51, 2.16], [1.17, -0.28, 1.66], [-0.60, 3.21, -0.52], [0.58, 2.85, -1.11], [1.03, 1.52, -1.07], [2.35, 1.31, -1.52], [2.96, 0.10, -1.35], [3.08, 2.31, -2.15], [4.30, 2.03, -2.67], [2.56, 3.60, -2.27], [3.24, 4.56, -2.91], [1.30, 3.87, -1.72], [0.79, 5.11, -1.77]]}

Record 12
{"formula": "C6H12N2", "method": "the ωB97M-V functional and the def2-TZVPD basis", "lumo_energy_ev": 0.99, "de_lowest_ev": 7.017, "e_homo_ev": -7.4, "homo_lumo_gap_ev": 8.3550, "multiplicity": 1, "elements": ["C", "C", "C", "N", "C", "C", "C", "N", "H", "H", "H", "H", "H", "H", "H", "H", "H", "H", "H", "H"], "xyz": [[-0.44, 2.28, -0.47], [1.76, 1.38, -0.82], [-1.04, -0.96, -0.98], [0.58, 1.38, 0.01], [-0.17, -0.49, 0.08], [0.33, -0.39, 1.21], [-0.42, -2.17, 1.81], [-0.52, -3.27, 1.22], [-0.70, -4.08, 1.83], [0.98, -0.10, 2.01], [-0.59, -2.10, 2.90], [-0.11, 3.33, -0.42], [-0.74, 2.08, -1.52], [2.23, 2.38, -0.83], [1.55, 1.13, -1.87], [-1.35, 2.19, 0.13], [2.51, 0.68, -0.44], [-2.08, -0.63, -0.89], [-0.71, -0.59, -1.95], [-1.07, -2.06, -1.03]]}